# 1
{
  "formula": "C5H13N2",
  "method": "ωB97M-V/def2-TZVPD",
  "e_lumo_ev": -3.53,
  "homo_ev": -12.666,
  "smiles": "C=C(N)C[C@@H](C)[NH3+]",
  "total_charge": 1,
  "species": ["C", "C", "N", "C", "C", "C", "N", "H", "H", "H", "H", "H", "H", "H", "H", "H", "H", "H", "H", "H"],
  "coordinates": [[-2.6905, -0.4793, 0.0667], [-1.5313, 0.2411, 0.1637], [-1.4150, 1.6142, 0.4287], [-0.2795, -0.5098, 0.6457], [0.9211, 0.1070, -0.0734], [2.3664, -0.2829, 0.5633], [0.8386, -0.2184, -1.5288], [-2.7323, -1.4852, -0.1053], [-3.6215, 0.0681, -0.2093], [-1.3270, 1.7730, 1.3941], [-2.2621, 1.9816, 0.0221], [-0.0135, -0.2796, 1.7752], [-0.1289, -1.6961, 0.5890], [0.9619, 1.1669, -0.1495], [2.4511, -1.4311, 0.6035], [3.2566, -0.0209, 0.0206], [2.4626, 0.2847, 1.6558], [0.1624, 0.3398, -1.9711], [0.8325, -1.1680, -1.8428], [1.7486, -0.0051, -2.0485]],
  "lowdin_charge": [0.097, -0.425, 0.084, -0.132, -0.369, -0.035, 0.212, 0.029, 0.087, 0.089, 0.096, 0.163, 0.173, 0.119, 0.098, 0.047, 0.154, 0.142, 0.163, 0.208]
}

---

# 2
{
  "formula": "C23H24N2O5S",
  "method": "ωB97M-V/def2-TZVPD",
  "e_lumo_ev": 0.16,
  "homo_ev": -7.871,
  "species": ["C", "H", "O", "C", "C", "C", "C", "C", "C", "H", "H", "O", "C", "H", "H", "H", "C", "C", "S", "C", "N", "N", "C", "O", "C", "C", "C", "C", "C", "C", "H", "H", "O", "C", "H", "C", "C", "H", "C", "H", "C", "H", "H", "O", "H", "H", "H", "H", "H", "H", "H", "H", "H", "H", "H"],
  "coordinates": [[-2.6717, -5.2545, -1.4655], [-3.5706, -5.0293, -1.1779], [-1.5871, -5.0110, -0.5772], [-1.5294, -3.9023, -0.0105], [-2.2740, -2.9097, -0.4834], [-2.1198, -1.6059, 0.3598], [-1.1960, -1.5609, 1.4987], [-0.4043, -2.5566, 1.5365], [-0.6671, -3.7483, 0.9149], [-0.0100, -4.7014, 1.2566], [0.3130, -2.3459, 2.4467], [-1.0857, -0.1423, 1.8625], [-0.0757, -0.3255, 2.9412], [-0.1717, 0.9671, 3.4515], [0.9292, -0.3372, 2.6276], [-0.4435, -0.8713, 3.9806], [-2.7638, -0.4912, -0.0618], [-4.1371, -0.3411, -0.4452], [-4.4506, 1.4184, -1.0514], [-2.9302, 1.8640, -0.4703], [-2.2057, 0.8668, -0.2483], [-2.6630, 3.2172, -0.6130], [-1.3532, 3.8641, -0.3999], [-1.3693, 5.0095, -0.2894], [-0.2033, 3.0428, -0.3742], [0.2745, 1.8600, -0.9814], [1.2567, 0.8284, -0.6358], [1.9629, 1.3728, 0.5324], [1.4864, 2.2471, 1.4941], [0.5536, 3.0688, 1.1058], [0.2482, 4.0417, 1.6229], [2.0867, 2.4133, 2.1699], [2.9577, 0.4628, 1.0692], [3.4178, -0.7562, 0.2405], [2.6081, -1.3052, -0.1699], [4.4287, 0.0754, -0.8077], [5.5934, 0.6835, -0.4325], [5.5579, 0.6232, 1.0934], [6.7809, 0.0317, -0.8335], [6.9745, 0.5912, -1.6915], [6.3477, -1.4948, -0.9665], [6.1589, -1.9592, 0.0242], [6.6955, -1.9837, -1.8958], [4.8828, -1.3705, -1.5237], [7.5443, 0.0472, -0.2446], [5.6650, 1.6642, -0.5442], [3.8985, 0.3581, -1.5248], [4.1388, -1.3998, 0.9981], [1.5412, 0.3030, -1.4062], [-0.4551, 1.7412, -1.8559], [-3.2655, 3.8080, -1.0698], [-4.7942, -1.0362, -0.6176], [-2.8496, -2.6948, -1.2159], [-2.6181, -6.3870, -1.7417], [-2.3898, -4.6988, -2.3075]],
  "lowdin_charge": [-0.021, 0.036, -0.012, -0.493, 0.132, -0.028, -0.222, -0.070, -0.011, 0.191, 0.148, -0.119, -0.119, 0.171, 0.034, 0.147, -0.239, -0.175, 1.002, -0.725, 0.071, 0.114, -0.484, 0.156, -0.070, -0.044, 0.054, -0.161, -0.083, 0.065, 0.135, 0.046, -0.156, -0.008, 0.090, -0.176, -0.200, 0.240, -0.169, 0.115, -0.060, 0.112, 0.120, -0.215, 0.055, 0.076, 0.056, 0.170, 0.044, 0.127, 0.087, -0.012, 0.050, 0.144, 0.083]
}

---

# 3
{
  "formula": "C5H8N2",
  "method": "ωB97M-V/def2-TZVPD",
  "e_lumo_ev": 0.05,
  "homo_ev": -8.575,
  "smiles": "[H]/N=C/C=N\\C=C/C",
  "species": ["H", "N", "C", "C", "N", "C", "C", "C", "H", "H", "H", "H", "H", "H", "H"],
  "coordinates": [[-2.9191, -0.0157, -0.2594], [-2.0956, -0.1795, 0.3201], [-1.0727, -0.6581, -0.3336], [-0.2442, -1.6153, 0.4520], [1.0443, -1.5466, 0.3486], [1.5113, -0.5486, -0.4268], [0.7510, 0.6101, -0.5857], [0.4405, 1.4928, 0.5999], [-1.0737, -0.8541, -1.4203], [-0.6928, -2.2326, 1.2170], [2.3448, -0.7978, -1.0744], [0.9765, 1.1854, -1.4803], [0.2761, 0.8919, 1.4946], [-0.4808, 2.0423, 0.4012], [1.2345, 2.2258, 0.7470]],
  "lowdin_charge": [0.037, 0.059, -0.329, -0.095, 0.051, -0.151, -0.158, -0.102, 0.129, 0.114, 0.112, 0.104, 0.080, 0.071, 0.079]
}

---

# 4
{
  "formula": "H16O8",
  "method": "ωB97M-V/def2-TZVPD",
  "e_lumo_ev": 0.11,
  "homo_ev": -7.837,
  "species": ["H", "H", "H", "H", "H", "H", "H", "H", "H", "H", "H", "H", "H", "H", "H", "H", "O", "O", "O", "O", "O", "O", "O", "O"],
  "coordinates": [[0.2712, -1.1078, 0.5275], [0.2079, -0.1817, -0.6759], [-1.5323, -2.0717, 0.7554], [-0.5763, -3.2473, 0.6366], [4.7828, 2.7128, -0.6517], [3.7808, 2.9429, 0.4677], [1.6854, -1.5475, -0.2326], [2.7866, -1.1105, 0.7195], [2.9215, 1.5512, 0.9570], [4.0645, 0.6644, 0.4910], [-3.3101, -0.8955, -0.4585], [-3.6964, -2.3142, -0.0735], [-3.5932, 1.1915, 1.7542], [-3.0300, 0.8897, 0.3751], [-2.4562, 1.4594, -1.9818], [-1.0751, 0.9821, -2.4000], [0.3738, -0.1837, 0.2735], [-0.9406, -2.6257, 1.2769], [4.0483, 2.2919, -0.1908], [1.9177, -0.8516, 0.3925], [3.1031, 0.7320, 0.4829], [-3.9820, -1.5688, -0.6138], [-3.7468, 1.3583, 0.8174], [-2.0048, 0.9298, -2.6487]],
  "lowdin_charge": [0.016, 0.054, 0.014, 0.055, 0.069, 0.071, 0.072, 0.064, 0.062, 0.072, -0.006, 0.030, 0.046, -0.001, 0.030, 0.024, -0.092, -0.039, -0.086, -0.205, -0.112, -0.041, -0.047, -0.049]
}

---

# 5
{
  "formula": "C35H34BN6O2P2Ti",
  "method": "ωB97M-V/def2-TZVPD",
  "e_lumo_ev": [2.06, 2.06],
  "homo_ev": [-3.100, -5.248],
  "s_squared": 2.017,
  "multiplicity": 3,
  "total_charge": -1,
  "species": ["Ti", "C", "N", "C", "C", "N", "C", "H", "H", "H", "H", "H", "H", "C", "P", "C", "C", "C", "C", "C", "C", "C", "C", "C", "C", "C", "C", "P", "C", "C", "C", "C", "C", "C", "C", "C", "C", "C", "C", "C", "H", "H", "H", "H", "H", "H", "H", "H", "H", "H", "H", "H", "H", "H", "H", "H", "H", "H", "H", "H", "H", "H", "B", "C", "N", "H", "H", "H", "C", "C", "O", "H", "H", "H", "O", "N", "C", "C", "N", "C", "N"],
  "coordinates": [[-0.0806, -0.1169, 0.5308], [4.3634, -2.5759, -1.8655], [3.6922, -1.7597, -0.8747], [4.1259, -1.4497, 0.3961], [3.1267, -0.7335, 0.9736], [2.0947, -0.5901, 0.0756], [2.4774, -1.2126, -1.0204], [4.5412, -3.5709, -1.4612], [5.3047, -2.1163, -2.1657], [3.7051, -2.6702, -2.7248], [5.0738, -1.7926, 0.7693], [3.0464, -0.3393, 1.9718], [1.8896, -1.3376, -1.9140], [-0.4440, 3.6979, 0.3576], [0.7491, 2.3510, 0.0261], [1.1252, 2.3219, -1.7736], [1.9715, 3.2059, -2.4391], [2.1613, 3.1140, -3.8084], [1.4922, 2.1400, -4.5384], [0.6292, 1.2673, -3.8939], [0.4472, 1.3569, -2.5200], [2.3146, 2.7731, 0.8794], [2.2131, 2.8923, 2.2692], [3.3355, 3.1000, 3.0509], [4.5894, 3.1696, 2.4563], [4.7055, 3.0165, 1.0842], [3.5768, 2.8138, 0.3002], [-0.4586, 5.4381, -0.2534], [-0.8420, 5.2654, -2.0291], [-1.3757, 4.0985, -2.5757], [-1.7642, 4.0547, -3.9062], [-1.6261, 5.1736, -4.7129], [-1.1247, 6.3496, -4.1731], [-0.7530, 6.3988, -2.8396], [1.3053, 5.9455, -0.1727], [2.1035, 6.3217, -1.2474], [3.4120, 6.7441, -1.0459], [3.9420, 6.7924, 0.2331], [3.1518, 6.4315, 1.3175], [1.8437, 6.0304, 1.1137], [-0.4897, 3.7574, 1.4518], [-1.4289, 3.2870, 0.1030], [2.4776, 3.9875, -1.8917], [2.8216, 3.8146, -4.3043], [1.6323, 2.0732, -5.6101], [0.0747, 0.5228, -4.4508], [-0.2884, 0.7069, -2.0632], [1.2460, 2.7996, 2.7527], [3.2318, 3.1824, 4.1252], [5.4707, 3.3253, 3.0657], [5.6800, 3.0473, 0.6138], [3.6997, 2.6656, -0.7629], [-1.5134, 3.2013, -1.9823], [-2.1815, 3.1362, -4.2979], [-1.9275, 5.1364, -5.7520], [-1.0378, 7.2379, -4.7866], [-0.4001, 7.3362, -2.4248], [1.7151, 6.2656, -2.2550], [4.0200, 7.0251, -1.8971], [4.9641, 7.1130, 0.3897], [3.5534, 6.4611, 2.3220], [1.2359, 5.7654, 1.9717], [0.7082, -4.3077, -1.3631], [0.0157, -3.0927, -0.6005], [-0.3713, -2.1636, -0.0292], [-0.1429, -5.0358, -1.8146], [1.4258, -4.8675, -0.5629], [1.3649, -3.7939, -2.2577], [-1.0818, 0.4774, 3.6663], [-0.1744, -0.1147, 2.6192], [0.7376, -0.8782, 2.9413], [-0.8988, 0.0285, 4.6460], [-2.1241, 0.3626, 3.3677], [-0.8953, 1.5549, 3.7158], [-1.6137, 0.5741, -0.0995], [-2.3632, 1.0972, -1.1406], [-3.5927, 1.4884, -0.6744], [-4.4371, 2.0869, -1.6386], [-5.1005, 2.5662, -2.4568], [-4.0339, 1.3537, 0.6515], [-4.4027, 1.2428, 1.7448]],
  "lowdin_charge": [0.766, -0.011, -0.107, -0.043, -0.109, -0.016, -0.158, 0.098, 0.089, 0.087, 0.117, 0.105, 0.133, -0.487, 1.036, -0.337, -0.104, -0.071, -0.083, -0.071, -0.122, -0.353, -0.118, -0.084, -0.096, -0.084, -0.088, 1.049, -0.385, -0.093, -0.067, -0.090, -0.097, -0.136, -0.382, -0.119, -0.088, -0.096, -0.092, -0.125, 0.041, 0.032, 0.076, 0.102, 0.100, 0.111, 0.069, 0.096, 0.104, 0.098, 0.102, 0.093, 0.063, 0.110, 0.098, 0.096, 0.100, 0.089, 0.100, 0.098, 0.103, 0.101, -0.425, -0.187, 0.062, -0.007, 0.000, -0.012, -0.080, -0.479, -0.071, 0.069, 0.057, 0.061, -0.434, -0.034, -0.374, -0.255, 0.101, -0.251, 0.110]
}

---

# 6
{
  "formula": "C35H52OP4SeTi",
  "method": "ωB97M-V/def2-TZVPD",
  "e_lumo_ev": [-9.68, -9.42],
  "homo_ev": [-15.319, -15.319],
  "s_squared": 0.755,
  "multiplicity": 2,
  "total_charge": 3,
  "species": ["Ti", "P", "P", "P", "H", "C", "C", "H", "C", "C", "C", "C", "C", "C", "C", "C", "C", "H", "H", "H", "H", "H", "H", "H", "H", "H", "H", "H", "H", "H", "H", "H", "H", "H", "H", "H", "H", "H", "H", "H", "H", "H", "H", "H", "H", "H", "C", "C", "C", "C", "C", "C", "Se", "H", "H", "H", "H", "H", "H", "O", "P", "C", "C", "C", "C", "C", "C", "C", "C", "C", "C", "C", "C", "C", "C", "C", "C", "C", "C", "H", "H", "H", "H", "H", "H", "H", "H", "H", "H", "H", "H", "H", "H", "H"],
  "coordinates": [[-0.0977, -0.3050, 0.2238], [0.3020, 1.8711, 1.2381], [-2.4642, 0.4274, -0.1786], [2.3254, -0.3869, -0.2609], [-1.5486, -3.7958, -7.1173], [-0.8229, -4.5544, -6.7941], [-0.7631, -4.9152, -5.5053], [-1.5536, -4.6321, -4.8025], [0.4586, 3.3513, 0.1832], [-1.0356, 2.2410, 2.4291], [1.7971, 1.9332, 2.2863], [-3.0411, -0.7432, -1.4605], [-3.6949, 0.2013, 1.1614], [-2.9479, 2.0850, -0.7969], [2.5325, -1.6651, -1.5432], [3.4397, -0.9484, 1.0741], [3.2099, 1.0755, -0.9039], [-0.2104, -4.9928, -7.5908], [-0.0011, -5.6093, -5.1348], [0.5538, 4.2272, 0.8362], [-0.4252, 3.4644, -0.4561], [1.3545, 3.2689, -0.4444], [-0.7397, 3.0909, 3.0556], [-1.2272, 1.3832, 3.0886], [-1.9645, 2.4983, 1.9074], [1.6800, 2.7239, 3.0362], [2.6908, 2.1428, 1.6918], [1.9319, 0.9894, 2.8263], [-4.1072, -0.5585, -1.6464], [-2.9041, -1.7753, -1.1043], [-2.4634, -0.5976, -2.3824], [-4.6348, 0.7168, 0.9224], [-3.3050, 0.6079, 2.1017], [-3.8973, -0.8656, 1.3033], [-4.0441, 2.1078, -0.8694], [-2.4946, 2.2603, -1.7812], [-2.6262, 2.8671, -0.0986], [3.6035, -1.7370, -1.7682], [1.9705, -1.3946, -2.4451], [2.1696, -2.6325, -1.1687], [4.4619, -1.0358, 0.6798], [3.1057, -1.9236, 1.4520], [3.4420, -0.2323, 1.9052], [4.2604, 0.7785, -1.0349], [3.1527, 1.9091, -0.1924], [2.7643, 1.3753, -1.8635], [0.1833, 0.5340, -4.4412], [-0.2018, -0.8167, -4.5020], [-0.0753, -1.5023, -5.7109], [0.4172, -0.8251, -6.8350], [0.7343, 0.5366, -6.7926], [0.6091, 1.2253, -5.5901], [0.1205, 1.4181, -2.7400], [-0.0337, 0.0406, -2.0157], [-0.5557, -1.3065, -3.5875], [-0.3542, -2.5560, -5.8009], [0.5431, -1.3258, -7.7909], [1.0794, 1.0368, -7.6996], [0.8636, 2.2809, -5.5198], [-0.2624, -1.1006, 1.9460], [-0.3650, -1.5747, 3.4357], [1.1316, -1.0996, 4.3065], [1.2434, 0.1100, 5.0158], [2.4709, 0.4864, 5.5813], [3.5894, -0.3540, 5.4724], [3.4734, -1.5686, 4.7797], [2.2620, -1.9315, 4.2013], [-2.0052, -1.1439, 4.0751], [-2.2362, -0.0298, 4.9039], [-3.5453, 0.3433, 5.2250], [-4.6272, -0.4439, 4.8249], [-4.3985, -1.6043, 4.0763], [-3.1040, -1.9424, 3.6832], [-0.3643, -3.3619, 3.5708], [-0.2850, -4.2039, 2.4606], [-0.2830, -5.5908, 2.6492], [-0.3571, -6.1430, 3.9322], [-0.4355, -5.2963, 5.0472], [-0.4362, -3.9113, 4.8686], [0.3929, 0.7882, 5.0915], [2.5381, 1.4461, 6.1120], [4.5482, -0.0503, 5.9110], [4.3300, -2.2322, 4.6602], [2.1952, -2.8833, 3.6804], [-1.3915, 0.5342, 5.2993], [-3.7010, 1.2504, 5.8096], [-5.6463, -0.1563, 5.0771], [-5.2129, -2.2527, 3.7519], [-2.9419, -2.8458, 3.0844], [-0.2280, -3.7984, 1.4516], [-0.2210, -6.2405, 1.7759], [-0.3592, -7.2289, 4.0715], [-0.4959, -5.7286, 6.0494], [-0.4908, -3.2629, 5.7456]],
  "lowdin_charge": [0.521, 0.762, 0.753, 0.733, 0.063, -0.081, -0.092, 0.051, -0.227, -0.220, -0.224, -0.235, -0.220, -0.238, -0.225, -0.219, -0.238, 0.071, 0.056, 0.081, 0.028, 0.038, 0.079, 0.016, 0.037, 0.078, 0.046, 0.014, 0.077, 0.062, 0.027, 0.078, 0.027, 0.051, 0.074, 0.016, 0.038, 0.076, 0.036, 0.063, 0.079, 0.052, 0.036, 0.078, 0.027, 0.009, -0.558, -0.145, -0.049, -0.038, -0.044, -0.104, 0.959, -0.154, 0.075, 0.053, 0.121, 0.128, 0.111, -0.475, 0.940, -0.283, -0.093, -0.044, -0.019, -0.040, -0.083, -0.280, -0.086, -0.040, -0.025, -0.049, -0.085, -0.343, -0.082, -0.050, -0.028, -0.030, -0.058, 0.088, 0.129, 0.132, 0.128, 0.115, 0.087, 0.126, 0.128, 0.128, 0.123, 0.096, 0.119, 0.129, 0.128, 0.127]
}

---

What are the E_tot values for these records? In order: -307.49836 -1774.02774 -304.71041 -611.19120 -3390.20682 -6055.55741 a.u..